Arrangement w

This record from OMol25 describes C4H6N4 as an isolated structure. The level of theory is ωB97M-V/def2-TZVPD.

```
! wB97M-V def2-TZVPD RIJCOSX def2/J DEFGRID3
* xyz 0 1
C -0.14 0.83 1.65
C 0.67 0.74 -0.68
C 0.96 -1.39 -1.42
C -1.41 -0.30 -0.11
H 1.08 0.56 2.15
H -0.28 2.07 1.16
H -0.95 0.46 2.24
H 1.13 1.63 -0.45
H 2.04 -1.68 -1.42
H -2.46 -0.03 0.45
N -0.26 0.18 0.25
N 1.16 0.05 -1.63
N -0.10 -1.91 -1.10
N -1.42 -1.19 -1.09
*
```

Properties
- highest occupied orbital energy (eV) = -8.7827
- orbital gap (eV) = 9.2955

Partial charges, Mulliken, in e: number 1, C, carries -0.8033; number 2, C, carries -0.0079; number 3, C, carries 0.1958; number 4, C, carries 0.1950; number 5, H, carries 0.2347; number 6, H, carries 0.3032; number 7, H, carries 0.3365; number 8, H, carries 0.4169; number 9, H, carries 0.3330; number 10, H, carries 0.3032; number 11, N, carries -0.1505; number 12, N, carries -0.5360; number 13, N, carries -0.3291; number 14, N, carries -0.4915

Arrangement x

This record from OMol25 describes a 2-piece molecular cluster, C4H6N4 overall. The level of theory is ωB97M-V/def2-TZVPD.

```
! wB97M-V def2-TZVPD RIJCOSX def2/J DEFGRID3
* xyz 0 1
C 0.81 0.08 -0.16
C 0.29 -2.07 0.21
C -0.96 -1.68 -0.23
C -0.56 0.44 -0.28
H 1.57 1.93 0.67
H 2.72 0.85 0.48
H 0.35 -3.08 0.36
H -1.76 -2.50 -0.35
H -0.80 2.62 -0.91
H -2.22 2.04 0.37
N 1.74 1.08 0.09
N 1.21 -1.12 0.23
N -1.42 -0.43 -0.31
N -0.96 1.83 -0.16
*
```

Properties
- highest occupied orbital energy (eV) = -8.1240
- orbital gap (eV) = 8.8401

Partial charges, Mulliken, in e: number 1, C, carries 0.3642; number 2, C, carries -0.2187; number 3, C, carries -0.1181; number 4, C, carries 0.5021; number 5, H, carries 0.2604; number 6, H, carries 0.2802; number 7, H, carries 0.4225; number 8, H, carries 0.3017; number 9, H, carries 0.2548; number 10, H, carries 0.3054; number 11, N, carries -0.5813; number 12, N, carries -0.6352; number 13, N, carries -0.5075; number 14, N, carries -0.6305

Computed energies relative to the best structure, in kJ/mol: arrangement w 270.0; arrangement x 0.0